Here is a 2-piece molecular cluster, C8H10N2O3 overall from the OMol25 dataset. Energies are from ωB97M-V/def2-TZVPD.

Energy relative to the best compared isomer or geometry (same formula, charge and spin): 812.2 kJ/mol
Gap between HOMO and LUMO: 7.600 eV
E: -645.8012 a.u.

XYZ file:
```
23
C8H10N2O3, DFT ωB97M-V/def2-TZVPD
C -3.292 -0.604 -0.415
C -3.007 -0.378 0.977
C -2.382 -0.118 -1.320
C -1.777 0.165 1.376
C -1.242 0.590 -0.899
C -0.944 0.740 0.415
C 3.191 -1.203 0.553
C 1.232 1.738 0.154
N 2.073 2.365 -0.439
N 1.876 -0.406 0.185
O 0.854 -0.846 0.767
O 1.919 -0.544 -1.313
O 0.218 1.459 0.846
H -4.105 -1.192 -0.806
H -3.754 -0.835 1.646
H -2.336 -0.119 -2.323
H -1.455 0.223 2.397
H -0.654 1.111 -1.627
H 3.581 -0.924 1.564
H 2.798 -2.201 0.769
H 3.789 -1.126 -0.323
H 2.016 3.379 -0.666
H 1.400 -1.273 -1.518
```

---

Here is one molecule with the formula C5H11NO from the OMol25 dataset. Energies are from ωB97M-V/def2-TZVPD.

Energy relative to the best compared isomer or geometry (same formula, charge and spin): 381.2 kJ/mol
SMILES: C[C@@H](N)CCC=O
Gap between HOMO and LUMO: 10.131 eV
E: -326.9862 a.u.

XYZ file:
```
18
C5H11NO, DFT ωB97M-V/def2-TZVPD
C 2.293 -1.018 0.481
C 0.700 -0.841 0.328
N -0.119 -1.601 1.479
C 0.382 0.583 0.429
C 0.107 1.024 -1.026
C -1.401 1.085 -1.352
O -2.293 1.105 -0.527
H 2.555 -0.797 -0.503
H 2.424 -2.260 0.418
H 2.846 -0.527 1.318
H 0.271 -1.127 -0.626
H -1.107 -1.639 1.173
H 0.050 -1.018 2.318
H -0.480 0.503 1.055
H 0.860 1.431 0.880
H 0.710 1.963 -1.175
H 0.290 0.234 -1.861
H -1.729 0.609 -2.278
```

---

Here is one molecule with the formula C3H4N2O from the OMol25 dataset. Energies are from ωB97M-V/def2-TZVPD.

Energy relative to the best compared isomer or geometry (same formula, charge and spin): 320.8 kJ/mol
SMILES: NC(=O)[C@H]1C=N1
Gap between HOMO and LUMO: 10.214 eV
E: -301.3651 a.u.

XYZ file:
```
10
C3H4N2O, DFT ωB97M-V/def2-TZVPD
N 0.831 1.430 -0.861
C 0.669 0.596 0.214
O 1.236 0.723 1.240
C -0.406 -0.820 -0.160
C -0.844 -1.697 0.884
N -1.782 -0.982 0.458
H 0.028 1.729 -1.394
H 1.165 2.382 -0.726
H -0.247 -0.892 -1.225
H -0.648 -2.469 1.570
```

---

Here is one molecule with the formula C20H27NO4 from the OMol25 dataset. Energies are from ωB97M-V/def2-TZVPD.

Energy relative to the best compared isomer or geometry (same formula, charge and spin): 175.9 kJ/mol
SMILES: CCCC(=O)C1=C(Nc2ccc(OC)cc2OC)CC(C)(C)CC1=O
Gap between HOMO and LUMO: 8.625 eV
E: -1134.0267 a.u.

XYZ file:
```
52
C20H27NO4, DFT ωB97M-V/def2-TZVPD
C 2.621 3.226 -4.164
C 3.116 3.454 -2.741
C 3.233 2.146 -1.962
C 1.895 1.584 -1.555
O 0.875 2.255 -1.765
C 1.837 0.266 -0.934
C 0.597 -0.252 -0.533
N -0.515 0.441 -0.737
C -1.821 0.144 -0.308
C -2.818 -0.089 -1.245
C -4.121 -0.314 -0.856
C -4.455 -0.299 0.497
O -5.762 -0.531 0.789
C -6.176 -0.511 2.134
C -3.469 -0.052 1.449
C -2.156 0.176 1.055
O -1.130 0.435 1.913
C -1.402 0.569 3.285
C 0.452 -1.617 0.069
C 1.720 -2.106 0.766
C 1.563 -3.578 1.154
C 1.986 -1.275 2.022
C 2.860 -1.945 -0.233
C 3.048 -0.512 -0.704
O 4.182 -0.100 -0.881
H 3.294 2.560 -4.701
H 1.630 2.780 -4.150
H 2.565 4.169 -4.705
H 2.424 4.120 -2.222
H 4.096 3.935 -2.770
H 3.817 2.294 -1.051
H 3.772 1.401 -2.549
H -0.328 1.351 -1.216
H -2.556 -0.091 -2.291
H -4.898 -0.498 -1.578
H -6.003 0.467 2.594
H -7.246 -0.713 2.114
H -5.675 -1.286 2.722
H -3.722 -0.027 2.495
H -1.776 -0.366 3.717
H -2.120 1.373 3.477
H -0.449 0.822 3.747
H 0.200 -2.303 -0.748
H -0.386 -1.622 0.764
H 2.461 -3.936 1.651
H 1.390 -4.195 0.275
H 0.722 -3.706 1.833
H 2.920 -1.583 2.488
H 1.181 -1.408 2.741
H 2.057 -0.219 1.777
H 2.660 -2.554 -1.120
H 3.809 -2.280 0.191
```

---

Here is one molecule with the formula C3H4FNO from the OMol25 dataset. Energies are from ωB97M-V/def2-TZVPD.

Energy relative to the best compared isomer or geometry (same formula, charge and spin): 141.3 kJ/mol
SMILES: C=C(F)C(N)=O
Gap between HOMO and LUMO: 10.143 eV
E: -346.5150 a.u.

XYZ file:
```
10
C3H4FNO, DFT ωB97M-V/def2-TZVPD
C -1.521 -1.264 0.103
C -0.582 -0.287 0.259
F -0.550 0.335 1.472
C 0.485 0.208 -0.583
N 1.086 1.374 -0.206
O 1.067 -0.661 -1.283
H -1.640 -1.949 -0.888
H -2.287 -1.195 1.011
H 1.711 1.996 -0.831
H 0.743 1.863 0.491
```

---

Here is C10H10O4 as an isolated structure from the OMol25 dataset. Energies are from ωB97M-V/def2-TZVPD.

Energy relative to the best compared isomer or geometry (same formula, charge and spin): 0.0 kJ/mol
Gap between HOMO and LUMO: 6.067 eV
E: -687.9532 a.u.
Net charge: -2

XYZ file:
```
24
C10H10O4, DFT ωB97M-V/def2-TZVPD
C 3.051 1.816 0.752
C 2.922 1.272 -0.554
C 2.528 0.678 1.343
C 3.257 -1.415 -0.297
C -1.405 -0.907 0.345
C -1.486 0.260 -0.561
C 0.104 -1.190 0.448
C -0.063 0.870 -0.712
C 0.887 -0.357 -0.487
C 2.342 -0.047 0.036
O 3.118 1.722 -1.685
O 2.665 -2.421 -0.680
O 2.353 0.367 2.528
O 4.531 -1.231 -0.180
H 3.312 2.793 1.147
H -1.858 -0.924 1.474
H -2.136 -1.829 -0.126
H -1.812 0.021 -1.611
H -2.295 0.934 -0.251
H 0.534 -0.944 1.456
H 0.219 -2.273 0.239
H 0.094 1.292 -1.711
H 0.164 1.707 0.091
H 0.843 -0.811 -1.493
```

---

Here is a 2-piece molecular cluster, C20H49N6O4P2 overall from the OMol25 dataset. Energies are from ωB97M-V/def2-TZVPD.

Gap between HOMO and LUMO: 6.760 eV
E: -2103.3391 a.u.
Net charge: +1

XYZ file:
```
81
C20H49N6O4P2, DFT ωB97M-V/def2-TZVPD
C -4.258 -4.146 -5.386
O -3.100 -3.320 -5.369
C -3.202 -2.284 -4.392
C -1.998 -2.357 -3.450
C -2.298 -3.080 -2.119
C -0.976 -3.237 -1.358
C -1.108 -3.839 0.052
C -2.051 -3.048 0.982
C -1.257 -2.280 2.048
C -2.154 -1.319 2.845
C -1.269 -0.234 3.514
C -1.181 1.046 2.629
N -0.175 0.903 1.509
C 0.980 1.814 1.674
C 1.809 2.060 0.417
C 3.111 1.230 0.231
C 3.338 0.057 1.206
C 4.439 0.373 2.248
C 4.100 1.530 3.195
C 3.398 1.083 4.519
N 2.991 -0.335 4.513
C 0.933 1.946 -0.850
P 1.664 3.041 -2.168
N 2.905 2.282 -2.786
N -0.488 2.238 -0.372
P -1.603 2.601 -1.647
N -1.419 1.626 -2.841
O -3.101 2.481 -1.094
O -1.436 4.146 -1.974
C -0.849 1.132 0.367
N -1.794 0.232 -0.005
H -5.175 -3.563 -5.514
H -4.311 -4.698 -4.439
H -4.152 -4.855 -6.202
H -3.127 -1.345 -4.954
H -4.169 -2.292 -3.881
H -1.597 -1.355 -3.271
H -1.224 -2.939 -3.953
H -3.049 -2.498 -1.575
H -2.736 -4.048 -2.372
H -0.461 -2.264 -1.340
H -0.356 -3.913 -1.950
H -0.117 -3.819 0.517
H -1.381 -4.891 -0.036
H -2.712 -2.379 0.432
H -2.695 -3.761 1.503
H -0.398 -1.779 1.594
H -0.861 -3.013 2.754
H -2.891 -0.819 2.218
H -2.682 -1.886 3.611
H -0.232 -0.562 3.621
H -1.634 0.041 4.503
H -0.892 1.852 3.302
H -2.176 1.311 2.271
H 0.550 2.772 1.987
H 1.566 1.456 2.517
H 2.105 3.112 0.470
H 3.108 0.820 -0.779
H 3.978 1.888 0.254
H 3.763 -0.759 0.617
H 2.431 -0.353 1.660
H 4.778 -0.525 2.758
H 5.291 0.705 1.646
H 5.004 2.047 3.514
H 3.484 2.269 2.681
H 4.047 1.234 5.377
H 2.501 1.711 4.641
H 2.409 -0.558 3.712
H 2.390 -0.479 5.320
H 0.947 0.894 -1.136
H 2.148 4.229 -1.574
H 0.781 3.303 -3.233
H 2.767 2.136 -3.781
H -1.199 2.154 -3.682
H -3.427 1.608 -1.369
H -2.271 4.473 -2.356
H -2.774 0.333 0.197
H -1.536 -0.564 -0.578
O 3.882 5.484 -0.391
H 4.574 5.298 -1.037
H 3.786 6.442 -0.418
```

---

Here is a 2-piece molecular cluster, C7H13Cl overall from the OMol25 dataset. Energies are from ωB97M-V/def2-TZVPD.

Energy relative to the best compared isomer or geometry (same formula, charge and spin): 195.3 kJ/mol
Gap between HOMO and LUMO (spin up / spin down): 6.917 / 8.031 eV
E: -734.4309 a.u.
2S+1: 3

XYZ file:
```
21
C7H13Cl, DFT ωB97M-V/def2-TZVPD
C -2.039 0.616 -1.190
C -0.787 0.359 -0.943
C 1.099 0.982 0.545
C -0.972 -0.086 1.450
C 0.694 -1.418 0.108
C 0.513 0.950 -2.681
C -0.015 -0.040 0.229
Cl 0.775 2.670 -2.391
H -2.899 0.537 -0.582
H -2.293 0.810 -2.216
H 1.342 1.432 -0.330
H 1.933 0.668 1.088
H 0.818 1.787 1.169
H -0.722 -0.486 2.351
H -1.825 -0.606 1.159
H -1.134 1.006 1.440
H 1.492 -1.398 -0.507
H 1.106 -1.602 1.043
H -0.010 -2.125 -0.249
H 1.374 0.424 -2.433
H -0.050 0.445 -3.387
```

---

Here is C24H21N8O2SSeTeTi as an isolated structure from the OMol25 dataset. Energies are from ωB97M-V/def2-TZVPD.

Gap between HOMO and LUMO (spin up / spin down): 3.914 / 3.913 eV
E: -5432.9122 a.u.
Net charge: -1

XYZ file:
```
59
C24H21N8O2SSeTeTi, DFT ωB97M-V/def2-TZVPD
Ti -0.162 0.451 0.205
C -2.089 4.289 1.290
C -1.615 3.000 0.686
N -0.672 2.203 1.255
O -0.046 2.819 2.383
C -2.107 2.520 -0.495
C -3.185 3.195 -1.288
N -1.539 1.311 -0.861
O -1.946 0.841 -2.125
H -1.539 4.519 2.196
H -3.155 4.239 1.535
H -1.958 5.114 0.586
H 0.277 2.061 2.879
H -4.111 3.301 -0.711
H -3.403 2.619 -2.183
H -2.883 4.199 -1.599
S -0.177 -4.036 6.433
N 0.994 -3.083 5.855
C 0.493 -2.451 4.809
C 1.204 -1.494 3.978
C 2.544 -1.150 4.154
C 3.108 -0.236 3.295
C 2.325 0.315 2.281
N 1.052 -0.012 2.103
C 0.495 -0.909 2.933
C -0.889 -1.271 2.651
N -1.438 -0.687 1.576
C -2.684 -0.991 1.243
C -3.443 -1.913 1.963
C -2.888 -2.526 3.062
C -1.581 -2.198 3.423
C -0.868 -2.790 4.543
N -1.363 -3.670 5.395
H 3.112 -1.608 4.953
H 4.143 0.060 3.387
H 2.730 1.022 1.566
H -3.068 -0.485 0.366
H -4.451 -2.137 1.644
H -3.437 -3.254 3.645
C 3.807 -0.313 -2.466
N 2.601 0.063 -3.167
C 1.640 0.933 -2.707
Se 0.616 -1.588 -0.716
N 0.547 0.920 -3.452
C 0.783 -0.040 -4.419
C -0.032 -0.483 -5.456
C 0.446 -1.482 -6.287
C 1.717 -2.039 -6.094
C 2.543 -1.608 -5.068
C 2.057 -0.603 -4.241
H 3.550 -0.864 -1.560
H 4.375 0.576 -2.197
H 4.408 -0.942 -3.121
H -1.142 0.912 -2.666
H -1.017 -0.055 -5.595
H -0.173 -1.848 -7.097
H 2.057 -2.826 -6.756
H 3.519 -2.052 -4.918
Te 1.919 2.162 -1.029
```

---

Here is C15H10F3N2PdS2Te as an isolated structure from the OMol25 dataset. Energies are from ωB97M-V/def2-TZVPD.

Energy relative to the best compared isomer or geometry (same formula, charge and spin): 68.3 kJ/mol
Gap between HOMO and LUMO: 6.971 eV
E: -2179.0265 a.u.
Net charge: -1

XYZ file:
```
34
C15H10F3N2PdS2Te, DFT ωB97M-V/def2-TZVPD
Pd -1.760 -1.092 0.626
S -3.739 -1.917 1.493
C -2.909 -3.434 1.640
S -1.382 -3.313 0.841
C -3.382 -4.545 2.296
C -4.672 -4.540 2.899
N -5.716 -4.538 3.387
C -2.607 -5.737 2.379
N -1.979 -6.701 2.445
F 6.425 3.723 0.490
C 6.150 2.886 -0.536
F 6.166 3.654 -1.648
F 7.195 2.045 -0.634
C 4.847 2.178 -0.355
C 3.680 2.931 -0.279
C 2.463 2.305 -0.100
C 2.382 0.910 0.011
C 3.566 0.169 -0.070
C 4.787 0.795 -0.250
C 1.124 0.262 0.195
C 0.069 -0.317 0.369
H 3.730 4.010 -0.364
H 1.553 2.885 -0.042
H 3.512 -0.908 0.011
H 5.694 0.209 -0.310
C -4.480 2.182 -1.206
Te -2.597 1.201 -0.778
C -3.351 -0.392 -2.013
H -5.307 1.670 -0.720
H -4.587 2.141 -2.286
H -4.445 3.219 -0.878
H -3.423 -0.026 -3.035
H -4.324 -0.663 -1.614
H -2.686 -1.250 -1.965
```

---

Here is a 2-piece molecular cluster, C4H9NO2 overall from the OMol25 dataset. Energies are from ωB97M-V/def2-TZVPD.

Energy relative to the best compared isomer or geometry (same formula, charge and spin): 641.8 kJ/mol
Gap between HOMO and LUMO: 6.992 eV
E: -362.8411 a.u.

XYZ file:
```
16
C4H9NO2, DFT ωB97M-V/def2-TZVPD
O 1.356 0.115 -1.512
C 1.757 0.335 -0.396
N 1.029 0.657 0.738
C -0.257 0.854 0.521
C -1.239 -0.582 0.630
C -0.656 -1.786 -0.098
O -2.422 -0.247 0.508
H 2.836 0.251 -0.212
H 1.411 3.249 -0.501
H -0.862 1.456 1.186
H -0.460 1.244 -0.482
H -0.979 -0.893 1.677
H -0.426 -1.599 -1.146
H 0.232 -2.193 0.396
H -1.318 -2.650 0.002
H 1.687 2.680 -0.890
```

---

Here is C14H17BFeN9O2 as an isolated structure from the OMol25 dataset. Energies are from ωB97M-V/def2-TZVPD.

Energy relative to the best compared isomer or geometry (same formula, charge and spin): 0.0 kJ/mol
Gap between HOMO and LUMO (spin up / spin down): 8.434 / 5.934 eV
E: -2475.1195 a.u.
Net charge: +2
2S+1: 6

XYZ file:
```
44
C14H17BFeN9O2, DFT ωB97M-V/def2-TZVPD
Fe 1.343 -0.721 -0.298
C 1.826 2.865 -2.314
C 2.334 1.638 -1.954
N 1.430 0.983 -1.190
N 0.344 1.789 -1.054
C 0.567 2.920 -1.721
B -0.920 1.341 -0.234
N -1.439 0.032 -0.903
C -2.613 -0.428 -1.350
C -2.443 -1.706 -1.855
C -1.102 -1.984 -1.666
N -0.498 -0.932 -1.093
N -0.407 0.926 1.194
C -0.811 1.278 2.409
C 0.003 0.657 3.358
C 0.910 -0.074 2.627
N 0.656 0.089 1.307
N -1.872 2.479 -0.115
C -3.173 2.724 -0.470
C -3.496 3.974 -0.038
C -2.322 4.450 0.584
N -1.351 3.562 0.547
H 2.297 3.624 -2.913
H 3.286 1.190 -2.193
H -0.170 3.707 -1.727
H -3.513 0.154 -1.287
H -3.194 -2.335 -2.298
H -0.544 -2.872 -1.912
H -1.639 1.956 2.538
H -0.056 0.754 4.428
H 1.735 -0.684 2.957
H -3.775 2.030 -1.026
H -4.432 4.490 -0.172
H -2.152 5.408 1.052
N 2.320 -5.449 0.791
C 3.109 -4.173 0.856
C 2.221 -3.051 0.360
O 2.781 -1.911 0.193
O 1.028 -3.258 0.144
H 2.427 -6.023 1.628
H 2.576 -6.016 -0.020
H 1.330 -5.178 0.677
H 4.015 -4.247 0.260
H 3.384 -3.979 1.892
```

---

Q: Among the records above, which one has the highest E?
A: C3H4N2O

---

Please write out number 5 again, unchanged.
Here is one molecule with the formula C3H4FNO from the OMol25 dataset. Energies are from ωB97M-V/def2-TZVPD.

Energy relative to the best compared isomer or geometry (same formula, charge and spin): 141.3 kJ/mol
SMILES: C=C(F)C(N)=O
Gap between HOMO and LUMO: 10.143 eV
E: -346.5150 a.u.

XYZ file:
```
10
C3H4FNO, DFT ωB97M-V/def2-TZVPD
C -1.521 -1.264 0.103
C -0.582 -0.287 0.259
F -0.550 0.335 1.472
C 0.485 0.208 -0.583
N 1.086 1.374 -0.206
O 1.067 -0.661 -1.283
H -1.640 -1.949 -0.888
H -2.287 -1.195 1.011
H 1.711 1.996 -0.831
H 0.743 1.863 0.491
```

---

Q: Which of these has the lowest E?
A: C24H21N8O2SSeTeTi